(1)
DFT (the ωB97M-V functional and the def2-TZVPD basis) results for a gas-phase ion, C5H9N2 (charge +1) in a non-equilibrium geometry.

```
16
C5H9N2 | OMol25 | the ωB97M-V functional and the def2-TZVPD basis
C 0.078 -2.797 0.897
C -0.471 0.519 1.155
C 0.716 0.298 -0.995
C -1.068 1.502 0.142
C 0.303 -0.451 0.180
N 0.387 -1.666 0.333
N 0.083 1.614 -0.850
H -0.780 -3.314 0.360
H 0.780 -3.066 1.661
H 0.449 0.989 1.703
H -0.973 -0.071 1.866
H 1.827 0.397 -1.008
H 0.438 -0.134 -1.875
H -1.879 1.094 -0.367
H 0.732 2.382 -0.481
H -0.141 1.909 -1.755
```

Summary:
Gap between HOMO and LUMO (alpha / beta): 5.9 / 5.9 eV
Relative energy (zero: lowest compared OMol25 entry of this formula, charge and spin): 6.331 eV
E_HOMO (alpha / beta): -10.997 / -10.999 eV
Charge: +1


(2)
DFT (the ωB97M-V functional and the def2-TZVPD basis) results for a molecular structure, C36H40OP2Sn in a non-equilibrium geometry.

```
80
C36H40OP2Sn | OMol25 | the ωB97M-V functional and the def2-TZVPD basis
Sn 1.198 2.958 2.296
C 5.368 -0.574 4.329
C 4.964 -1.163 3.165
C 3.936 -2.242 3.011
C 2.468 -1.797 3.202
C 2.026 -1.412 4.591
C 2.721 -1.431 5.745
C 4.079 -2.026 6.016
C 5.310 -1.144 5.711
C 0.553 2.855 4.451
H 5.869 0.388 4.238
H 5.373 -0.780 2.228
H 4.155 -3.105 3.658
H 4.028 -2.559 1.954
H 2.320 -0.911 2.551
H 1.790 -2.569 2.782
H 1.052 -0.947 4.597
H 2.232 -1.024 6.632
H 4.217 -2.959 5.471
H 4.114 -2.260 7.092
H 5.305 -0.248 6.344
H 6.203 -1.738 5.997
H 1.162 3.553 5.054
H 0.789 1.827 4.791
H -0.507 3.065 4.610
P -0.664 0.924 -3.360
P -3.300 0.607 -1.779
C -1.362 -0.738 -3.155
C -2.600 -0.838 -2.608
C -0.378 0.848 -5.208
C -0.282 -0.344 -5.943
C -0.022 -0.305 -7.318
C 0.084 0.921 -7.979
C -0.098 2.110 -7.266
C -0.342 2.078 -5.895
C 0.965 0.592 -2.618
C 0.978 0.439 -1.219
C 2.178 0.165 -0.567
C 3.366 0.035 -1.305
C 3.344 0.201 -2.698
C 2.147 0.497 -3.358
C -5.056 0.292 -2.430
C -5.278 0.434 -3.815
C -6.511 0.092 -4.373
C -7.543 -0.388 -3.559
C -7.344 -0.491 -2.180
C -6.114 -0.135 -1.615
C -3.436 -0.089 -0.098
C -3.786 0.826 0.914
C -4.046 0.363 2.202
C -3.926 -1.004 2.500
C -3.500 -1.895 1.509
C -3.226 -1.438 0.216
H -0.769 -1.598 -3.488
H -3.216 -1.741 -2.668
H -0.421 -1.313 -5.466
H 0.095 -1.239 -7.868
H 0.303 0.947 -9.044
H -0.047 3.065 -7.784
H -0.514 3.005 -5.349
H 0.045 0.527 -0.655
H 2.194 0.065 0.523
H 4.305 -0.194 -0.791
H 4.266 0.099 -3.277
H 2.126 0.642 -4.440
H -4.477 0.788 -4.464
H -6.675 0.196 -5.448
H -8.502 -0.664 -3.995
H -8.150 -0.848 -1.537
H -5.985 -0.223 -0.536
H -3.872 1.887 0.672
H -4.338 1.072 2.979
H -4.134 -1.364 3.510
H -3.368 -2.955 1.742
H -2.871 -2.138 -0.540
C 3.818 2.877 4.115
O 3.073 3.258 2.969
H 4.791 2.455 3.818
H 3.273 2.145 4.738
H 4.078 3.731 4.779
```

Summary:
Gap between HOMO and LUMO: 7.3 eV
E_HOMO: -7.733 eV


(3)
DFT (the ωB97M-V functional and the def2-TZVPD basis) results for C2H3F2IS in the gas phase in a non-equilibrium geometry.

```
9
C2H3F2IS | OMol25 | the ωB97M-V functional and the def2-TZVPD basis
C -1.290 0.636 -0.069
C 1.085 -1.000 0.014
F 1.038 -1.153 1.319
F 1.990 -1.879 -0.421
S -0.532 -0.934 -0.722
I 1.833 1.432 -0.170
H -1.502 1.317 -0.887
H -0.513 1.143 0.440
H -2.108 0.438 0.496
```

Summary:
SMILES: CSC(F)(F)I
Gap between HOMO and LUMO: 8.2 eV
Relative energy (zero: lowest compared OMol25 entry of this formula, charge and spin): 0.000 eV
E_HOMO: -9.356 eV


(4)
DFT (the ωB97M-V functional and the def2-TZVPD basis) results for a molecular structure, C36H40ClIN2O5PSSi2Tc.

```
90
C36H40ClIN2O5PSSi2Tc | OMol25 | the ωB97M-V functional and the def2-TZVPD basis
Tc -1.115 0.007 0.182
C 0.737 1.126 3.096
Si -0.883 0.314 2.591
C -0.895 -1.393 3.415
C -2.284 1.316 3.372
C -2.457 1.497 4.747
C -3.511 2.252 5.237
C -4.410 2.840 4.352
C -4.247 2.667 2.987
C -3.189 1.907 2.480
Si -2.866 1.626 0.633
C -2.385 3.293 -0.110
C -4.501 1.115 -0.144
H 0.791 1.234 4.184
H 0.847 2.107 2.632
H 1.574 0.504 2.769
H -0.671 -1.320 4.483
H -0.151 -2.050 2.954
H -1.874 -1.861 3.297
H -1.762 1.041 5.447
H -3.638 2.383 6.306
H -5.236 3.429 4.732
H -4.957 3.128 2.306
H -3.161 4.040 0.085
H -2.260 3.201 -1.192
H -1.444 3.651 0.311
H -5.292 1.822 0.125
H -4.796 0.122 0.199
H -4.411 1.074 -1.230
Cl -1.728 -6.832 -1.704
C -1.894 -5.244 -0.997
C -3.080 -4.886 -0.429
C -3.251 -3.599 0.119
I -5.074 -3.080 0.972
C -2.238 -2.668 0.088
O -2.367 -1.441 0.546
C -0.990 -3.064 -0.487
N -0.026 -2.112 -0.503
C 1.101 -2.368 -1.117
C 1.379 -3.612 -1.714
C 0.440 -4.600 -1.662
C -0.803 -4.342 -1.047
H -3.900 -5.589 -0.407
H 1.830 -1.565 -1.134
H 2.328 -3.765 -2.210
H 0.620 -5.567 -2.112
C 0.759 -4.796 -5.974
C 0.153 -3.605 -5.281
C 0.754 -2.351 -5.346
C 0.201 -1.259 -4.695
C -0.964 -1.415 -3.954
C -1.577 -2.656 -3.883
C -1.022 -3.739 -4.549
S -1.674 -0.017 -3.095
O -2.862 -0.542 -2.460
O -1.809 1.013 -4.101
N -0.658 0.378 -1.962
C 0.425 1.288 -2.234
C 0.934 1.843 -0.912
O 1.889 2.600 -0.877
O 0.271 1.449 0.137
H 1.689 -4.530 -6.476
H 0.077 -5.208 -6.721
H 0.976 -5.594 -5.261
H 1.667 -2.226 -5.918
H 0.661 -0.283 -4.776
H -2.485 -2.758 -3.303
H -1.503 -4.710 -4.481
H 0.128 2.127 -2.869
H 1.289 0.805 -2.713
C 4.110 1.464 1.219
P 3.472 -0.065 0.418
C 4.106 -1.299 1.629
C 4.689 -0.211 -0.947
C 5.623 -1.235 -1.075
C 6.453 -1.305 -2.189
C 6.360 -0.351 -3.189
C 5.427 0.673 -3.075
C 4.593 0.739 -1.971
H 3.991 2.297 0.529
H 5.159 1.348 1.503
H 3.509 1.685 2.100
H 5.166 -1.162 1.858
H 3.941 -2.317 1.271
H 3.530 -1.179 2.548
H 5.713 -1.989 -0.302
H 7.174 -2.109 -2.272
H 7.007 -0.405 -4.056
H 5.342 1.420 -3.855
H 3.849 1.528 -1.895
```

Summary:
Spin multiplicity: 2
Gap between HOMO and LUMO (alpha / beta): 6.9 / 6.8 eV
Relative energy (zero: lowest compared OMol25 entry of this formula, charge and spin): 0.367 eV
⟨S²⟩: 0.859
E_HOMO (alpha / beta): -5.363 / -5.085 eV
Charge: -1


(5)
DFT (the ωB97M-V functional and the def2-TZVPD basis) results for 2 unconnected molecules or ions with the total composition C15H18FN2 in a non-equilibrium geometry.

```
36
C15H18FN2 | OMol25 | the ωB97M-V functional and the def2-TZVPD basis
F -4.417 -2.104 1.835
C -3.201 -1.460 1.925
C -2.542 -1.475 3.157
C -1.297 -0.821 3.248
C -0.718 -0.261 2.123
C -1.361 -0.307 0.847
C -0.673 0.242 -0.274
C -1.028 0.200 -1.652
C -0.350 1.093 -2.547
C -0.726 1.216 -3.878
C -1.833 0.495 -4.357
C -2.507 -0.407 -3.514
C -2.057 -0.619 -2.208
C -2.701 -0.812 0.805
H -2.990 -1.955 4.029
H -0.787 -0.749 4.212
H 0.245 0.248 2.185
H 0.037 1.018 -0.003
H 0.442 1.714 -2.138
H -0.183 1.902 -4.533
H -2.169 0.648 -5.391
H -3.398 -0.927 -3.875
H -2.530 -1.391 -1.610
H -3.338 -0.670 -0.059
C 3.523 1.307 1.913
N 2.983 0.207 1.123
C 4.062 -0.623 0.602
N 2.191 0.698 0.064
H 4.068 0.849 2.750
H 4.216 1.947 1.342
H 2.708 1.925 2.305
H 4.576 -1.044 1.480
H 3.668 -1.435 -0.021
H 4.793 -0.042 0.009
H 1.658 -0.077 -0.330
H 1.636 1.472 0.436
```

Summary:
Gap between HOMO and LUMO: 4.6 eV
E_HOMO: -10.734 eV
Charge: +1


(6)
DFT (the ωB97M-V functional and the def2-TZVPD basis) results for a molecular structure, C18H20Cl2N4O2SY.

```
48
C18H20Cl2N4O2SY | OMol25 | the ωB97M-V functional and the def2-TZVPD basis
Y -0.078 0.914 0.059
O -1.226 2.824 -0.223
N -0.822 3.990 -0.709
C -1.735 4.988 -0.724
C -1.413 6.227 -1.197
C -0.114 6.445 -1.666
C 0.795 5.419 -1.641
C 0.452 4.147 -1.152
S 1.563 2.839 -1.080
H -2.697 4.699 -0.332
H -2.159 7.007 -1.197
H 0.176 7.416 -2.043
H 1.808 5.555 -1.990
Cl 1.729 -1.733 3.977
C 0.128 -1.910 3.318
C -0.714 -2.908 3.794
C -1.968 -3.052 3.240
Cl -3.002 -4.314 3.861
C -2.437 -2.231 2.195
C -3.715 -2.343 1.578
C -4.032 -1.451 0.547
C -3.136 -0.504 0.129
N -1.881 -0.362 0.681
C -1.556 -1.228 1.730
C -0.279 -1.053 2.303
O 0.517 -0.092 1.810
H -0.390 -3.567 4.586
H -4.418 -3.089 1.912
H -5.001 -1.497 0.065
H -3.388 0.193 -0.662
C 3.681 -1.123 -0.486
C 2.396 -1.718 -1.049
C 2.647 -2.415 -2.383
C 1.780 -2.675 -0.035
N 1.495 -0.545 -1.238
N 0.148 -0.799 -1.684
H 4.427 -1.907 -0.356
H 3.488 -0.661 0.483
H 4.097 -0.370 -1.160
H 3.322 -3.259 -2.242
H 3.105 -1.732 -3.103
H 1.722 -2.809 -2.811
H 2.500 -3.462 0.187
H 0.881 -3.169 -0.414
H 1.542 -2.159 0.894
H 1.902 0.087 -1.923
H -0.223 -1.597 -1.173
H 0.084 -1.013 -2.675
```

Summary:
Spin multiplicity: 2
Gap between HOMO and LUMO (alpha / beta): 4.6 / 6.8 eV
Relative energy (zero: lowest compared OMol25 entry of this formula, charge and spin): 0.000 eV
⟨S²⟩: 0.771
E_HOMO (alpha / beta): -4.705 / -6.917 eV


Looking at energy for the records above, in order, we have -8299.4012, -64433.4780, -26491.9875, -109905.3369, -21535.1858, -65971.5121 eV.